ORCA calculation (the ωB97M-V functional and the def2-TZVPD basis) on C4H9NO in the gas phase in a non-equilibrium geometry.

Values from the calculation:
Calculated total energy (Ha): -287.68884

Last column: Löwdin charge in e.
Element x y z (Å)
C: 1.79576 0.13493 0.29131  -0.093
C: 0.68715 -0.21462 -0.71192  -0.199
C: -0.68507 0.02456 -0.12493  -0.279
N: -1.06916 1.27537 -0.13383  -0.074
O: -0.34056 2.26646 -0.62293  -0.184
C: -1.47401 -1.11674 0.44540  -0.031
H: 1.69927 1.18412 0.58244  0.070
H: 1.73907 -0.48950 1.19042  0.071
H: 2.78585 -0.00892 -0.15456  0.073
H: 0.79312 0.42991 -1.59098  0.109
H: 0.77872 -1.25959 -1.03626  0.112
H: -1.70302 2.05328 0.08944  0.176
H: -2.42090 -0.77759 0.86787  0.078
H: -1.68407 -1.87283 -0.32460  0.085
H: -0.90216 -1.62885 1.23315  0.086

Atoms 1-3, force components in eV/Å:
0.02 0.06 0.07
-0.16 0.01 -0.04
-0.23 0.75 0.03


ORCA calculation (the ωB97M-V functional and the def2-TZVPD basis) on C4H9NO in the gas phase in a non-equilibrium geometry.

Values from the calculation:
Calculated total energy (Ha): -287.70392

Last column: Löwdin charge in e.
Element x y z (Å)
C: -0.99379 0.25888 -1.46580  -0.071
C: 0.16165 0.79863 -0.36616  -0.134
C: 0.57643 -0.24639 0.64236  -0.366
N: 1.09417 -1.32405 0.17839  0.029
O: 1.17330 -1.30753 -1.19396  -0.099
C: 0.26388 -0.20155 2.12572  -0.040
H: -0.88785 -0.38346 -2.38659  0.097
H: -1.77783 -0.25636 -0.90598  0.079
H: -1.34522 1.19026 -1.88370  0.060
H: 1.05005 1.12524 -0.93011  0.117
H: -0.26879 1.67561 0.13266  0.106
H: 0.43775 -0.71027 -1.48807  -0.004
H: -0.16703 -1.16363 2.42252  0.077
H: 1.14579 -0.03747 2.75644  0.078
H: -0.46253 0.58208 2.36229  0.071

Atoms 1-3, force components in eV/Å:
-0.11 0.85 0.74
-0.87 -0.31 -0.82
-0.24 -0.52 -0.39


ORCA calculation (the ωB97M-V functional and the def2-TZVPD basis) on a 2-piece molecular cluster, C4H9NO overall.

Values from the calculation:
Calculated total energy (Ha): -287.77397

Last column: Löwdin charge in e.
Element x y z (Å)
C: -1.54033 0.79862 1.34325  -0.043
C: 0.56337 -0.64464 -0.71795  -0.213
C: -0.55075 -0.47300 -1.69779  -0.073
N: 1.34366 0.31704 -0.41286  0.068
C: 2.36570 0.00176 0.50990  -0.333
O: 2.93289 -1.06088 0.59110  0.046
H: -1.96289 -0.09048 0.86483  0.016
H: -2.27604 1.60470 1.32207  0.022
H: -1.28044 0.56059 2.37738  0.024
H: 0.69001 -1.63087 -0.25235  0.129
H: -0.21656 -0.81055 -2.68633  0.086
H: -0.83948 0.57817 -1.77077  0.082
H: -1.41764 -1.07970 -1.41801  0.074
H: -0.64443 1.11315 0.80633  -0.006
H: 2.62629 0.85959 1.15199  0.121

Atoms 1-3, force components in eV/Å:
-0.02 0.02 0.02
0.09 0.16 -0.01
-0.01 0.04 -0.01


ORCA calculation (the ωB97M-V functional and the def2-TZVPD basis) on C4H9NO in the gas phase.

Values from the calculation:
Calculated total energy (Ha): -287.83025

Last column: Löwdin charge in e.
Element x y z (Å)
C: 2.17327 -0.14546 -0.46396  -0.119
C: 0.74444 0.36881 -0.61646  -0.261
C: -0.12837 0.05783 0.60467  -0.142
C: -1.57569 0.43934 0.33661  -0.556
O: -1.90332 1.58027 0.06220  0.045
N: -2.47448 -0.58868 0.37763  0.155
H: 2.78268 0.11172 -1.33678  0.070
H: 2.18668 -1.23690 -0.35806  0.071
H: 2.66290 0.28189 0.41901  0.074
H: 0.73820 1.45158 -0.77644  0.112
H: 0.28654 -0.07869 -1.50841  0.115
H: -0.03611 -1.00176 0.87677  0.108
H: 0.21607 0.64821 1.46300  0.127
H: -3.44973 -0.37487 0.23450  0.107
H: -2.22309 -1.51329 0.68573  0.094

Atoms 1-3, force components in eV/Å:
0.05 -0.02 0.03
-0.02 0.04 -0.09
0.04 -0.01 0.06


ORCA calculation (the ωB97M-V functional and the def2-TZVPD basis) on C4H9NO in the gas phase in a non-equilibrium geometry.

Values from the calculation:
Calculated total energy (Ha): -287.65130

Last column: Löwdin charge in e.
Element x y z (Å)
C: 0.09476 0.12421 0.16448  -0.654
C: -1.07631 -0.44534 -0.41096  -0.190
C: 1.41652 -0.26254 -0.54464  -0.083
C: 1.02232 -0.64902 1.00418  -0.035
H: 0.85793 2.06988 0.13948  0.051
H: -0.75486 2.08404 0.64674  0.158
H: -0.94918 -1.50103 -0.52413  0.109
H: -1.42489 -0.37095 -1.40443  0.114
H: -2.95155 -0.37665 -0.12104  -0.003
H: 2.07296 0.61463 -1.08170  0.143
H: 1.54788 -1.29966 -1.10817  0.115
H: 1.44529 0.28472 1.62467  0.142
H: 0.97019 -1.73857 1.21773  0.113
N: 0.01875 1.53990 0.01408  0.048
O: -2.28981 -0.07362 0.38370  -0.027

Atoms 1-3, force components in eV/Å:
1.36 0.59 -3.84
-3.74 -1.91 0.65
0.73 -2.12 -0.62


ORCA calculation (the ωB97M-V functional and the def2-TZVPD basis) on a 2-piece molecular cluster, C4H9NO overall.

Values from the calculation:
Calculated total energy (Ha): -287.75165

Last column: Löwdin charge in e.
Element x y z (Å)
C: -2.03356 0.29516 -0.44799  -0.061
C: -1.13744 0.76141 0.66238  -0.338
O: -1.09607 0.20683 1.73951  0.008
C: 1.15817 -0.62904 -0.23406  -0.324
C: 1.79547 0.25737 -0.99083  0.005
N: 1.49040 -0.73060 1.14894  0.012
H: -2.99680 0.80131 -0.32121  0.086
H: -1.64272 0.53837 -1.43947  0.076
H: -2.20290 -0.77953 -0.35351  0.084
H: -0.54030 1.67215 0.46247  0.123
H: 0.67508 -0.67528 1.74804  0.036
H: 0.43510 -1.32681 -0.68313  0.104
H: 2.44592 0.98189 -0.50713  0.064
H: 1.71821 0.25775 -2.07306  0.052
H: 1.93144 -1.63099 1.28906  0.074

Atoms 1-3, force components in eV/Å:
-0.08 -0.11 -0.07
-0.22 -0.05 0.24
-0.12 0.37 -0.40


ORCA calculation (the ωB97M-V functional and the def2-TZVPD basis) on a 2-piece molecular cluster, C4H9NO overall in a non-equilibrium geometry.

Values from the calculation:
Calculated total energy (Ha): -287.59996

Last column: Löwdin charge in e.
Element x y z (Å)
C: -1.00784 -1.49177 0.54807  -0.064
C: -0.60179 -0.25727 -0.39753  -0.365
C: -1.55774 1.02334 -0.31781  -0.143
C: 0.82671 0.04687 -0.09947  -0.443
H: -0.30293 -2.35644 0.53429  0.075
H: -1.97288 -1.84813 0.25388  0.045
H: -1.00898 -1.29581 1.72267  0.120
H: -0.67620 -0.53048 -1.51460  0.158
H: -2.48768 0.73663 -0.94785  0.087
H: -1.80628 1.42315 0.73916  0.081
H: -0.96200 1.93288 -0.91013  0.083
H: 1.86535 1.97533 0.46621  0.128
H: 0.11848 2.63579 0.37741  0.290
N: 0.99411 1.23598 0.64780  0.044
O: 1.78978 -0.90647 -0.45691  -0.094

Atoms 1-3, force components in eV/Å:
0.95 0.47 1.73
-1.18 -0.10 -0.18
0.38 0.73 -1.18


ORCA calculation (the ωB97M-V functional and the def2-TZVPD basis) on C4H9NO as an isolated structure.

Values from the calculation:
Calculated total energy (Ha): -287.63238

Last column: Löwdin charge in e.
Element x y z (Å)
C: -2.12139 0.36719 0.35398  -0.071
C: -1.02144 0.06096 -0.63525  -0.352
N: -0.02768 1.14147 -0.79275  0.029
C: 0.39091 -0.17184 -0.30588  -0.355
C: 1.13044 -0.35923 0.89881  0.000
O: 2.55077 -1.05261 0.03479  -0.087
H: -2.62648 -0.53834 0.70859  0.070
H: -1.71908 0.91045 1.21474  0.076
H: -2.87373 1.00661 -0.12467  0.073
H: -1.38049 -0.41341 -1.55174  0.124
H: 0.22570 1.22822 -1.77494  0.080
H: 1.69445 -0.94144 -0.70241  0.120
H: 0.91353 -1.21902 1.52985  0.104
H: 1.63132 0.46478 1.41004  0.104
H: 3.13799 -0.29780 -0.15761  0.085

Atoms 1-3, force components in eV/Å:
0.03 -0.03 0.07
-0.26 -0.12 -0.04
0.12 0.13 -0.28


ORCA calculation (the ωB97M-V functional and the def2-TZVPD basis) on a 2-piece molecular cluster, C4H9NO overall.

Values from the calculation:
Calculated total energy (Ha): -287.73169

Last column: Löwdin charge in e.
Element x y z (Å)
C: -0.48236 2.57831 -0.29481  -0.198
O: -0.65452 2.02020 0.98155  -0.140
C: 0.90661 -1.20815 0.52232  -0.186
N: -0.14181 -0.73757 0.09598  0.002
C: -1.03853 -1.49526 -0.77163  -0.088
C: 2.03068 -1.64072 1.03553  0.019
H: 0.56880 2.57079 -0.62631  0.075
H: -0.81556 3.61950 -0.25171  0.075
H: -1.08084 2.06411 -1.06478  0.069
H: -0.61597 -2.45800 -1.08032  0.081
H: -1.97495 -1.66518 -0.23332  0.083
H: -1.26437 -0.89253 -1.65514  0.076
H: 2.02459 -2.14359 1.99574  0.057
H: 2.97122 -1.48454 0.52085  0.056
H: -0.48922 1.06845 0.88253  0.020

Atoms 1-3, force components in eV/Å:
0.02 0.29 -0.44
0.02 -0.27 0.10
-0.37 0.15 -0.13


ORCA calculation (the ωB97M-V functional and the def2-TZVPD basis) on a 2-piece molecular cluster, C4H9NO overall in a non-equilibrium geometry.

Values from the calculation:
Calculated total energy (Ha): -287.71473

Last column: Löwdin charge in e.
Element x y z (Å)
C: 1.32108 0.75070 -0.44828  -0.075
C: 0.84982 -0.56540 0.14962  -0.451
O: 0.76203 -0.57941 1.49891  -0.084
H: 1.48462 -1.39530 -0.17170  0.125
H: 2.32565 0.96350 -0.07715  0.080
H: 1.35306 0.69548 -1.53365  0.073
H: 0.67505 1.57513 -0.15411  0.052
C: -0.67921 -1.07274 -0.59671  -0.057
C: -1.71697 1.08470 0.58963  -0.043
N: -1.33275 1.04525 1.68382  0.116
H: -0.01454 0.04708 1.79348  0.051
H: -2.17298 1.43664 -0.30836  0.094
H: -0.64539 -2.12789 -0.32790  0.052
H: -0.47997 -0.99095 -1.66556  0.050
H: -1.72951 -0.86679 -0.43204  0.017

Atoms 1-3, force components in eV/Å:
0.19 -0.17 0.18
-3.10 -0.15 -2.01
-1.34 1.15 1.99


ORCA calculation (the ωB97M-V functional and the def2-TZVPD basis) on C4H9NO in the gas phase.

Values from the calculation:
Calculated total energy (Ha): -287.78386

Last column: Löwdin charge in e.
Element x y z (Å)
C: -1.46920 0.10767 0.93410  -0.073
C: -0.27042 -0.36842 0.11936  -0.463
C: -0.57490 -0.49661 -1.36740  -0.072
N: 0.76895 0.67176 0.24395  -0.011
C: 2.13388 0.27353 0.16023  -0.307
O: 2.61358 -0.48103 0.96303  0.073
H: -2.33753 -0.54160 0.79300  0.079
H: -1.74232 1.12479 0.62916  0.084
H: -1.22939 0.12361 2.00525  0.080
H: 0.05581 -1.34670 0.51415  0.137
H: 0.34318 -0.74444 -1.91415  0.076
H: -0.93956 0.46593 -1.74138  0.082
H: -1.32038 -1.27024 -1.57442  0.078
H: 0.72694 1.07039 1.17667  0.112
H: 2.74317 0.85494 -0.55827  0.128

Atoms 1-3, force components in eV/Å:
-0.05 0.00 -0.01
-0.11 -0.01 -0.06
-0.04 -0.03 -0.07


ORCA calculation (the ωB97M-V functional and the def2-TZVPD basis) on C4H9NO in the gas phase in a non-equilibrium geometry.

Values from the calculation:
Calculated total energy (Ha): -287.68535

Last column: Löwdin charge in e.
Element x y z (Å)
C: 0.05799 0.31065 -0.10215  -0.044
C: -2.35136 -0.24324 0.26416  -0.135
C: 2.36543 0.80621 0.12425  -0.001
C: -1.13905 -0.74098 -0.39296  -0.223
N: 1.26478 -0.01402 -0.34870  -0.357
O: 1.59145 -1.10087 -0.90655  -0.071
H: -0.20529 1.12079 0.54390  0.117
H: -2.06478 -0.25357 1.30166  0.068
H: -2.46955 0.71220 -0.11217  0.050
H: -3.24600 -0.96821 0.34956  0.114
H: 2.39609 0.60311 1.17638  0.090
H: 3.25655 0.34878 -0.25206  0.087
H: 2.40642 1.88450 0.01327  0.096
H: -1.05271 -0.71888 -1.48839  0.109
H: -0.80996 -1.74647 -0.17019  0.101

Atoms 1-3, force components in eV/Å:
-3.12 -2.34 0.53
-1.09 -3.12 1.63
1.07 -0.20 1.02


| no. | LUMO (eV) |
| --- | --- |
| 1 | 0.93 |
| 2 | 0.87 |
| 3 | 0.29 |
| 4 | 0.92 |
| 5 | 0.96 |
| 6 | 0.95 |
| 7 | -1.33 |
| 8 | 0.94 |
| 9 | 0.80 |
| 10 | 0.78 |
| 11 | 0.92 |
| 12 | 0.93 |